The following is a quantum chemistry calculation of an isolated molecule of C4H7FS at a distorted geometry, from the OMol25 dataset.

The structure (SMILES) is C=C(CF)SC. The value obtained for the HOMO energy is -8.89 eV. The value obtained for the energy relative to the best compared isomer or geometry (same formula, charge and spin) is 69.7 kcal per mole. The calculation puts the gap between HOMO and LUMO at 9.5003 eV.

```
! wB97M-V def2-TZVPD RIJCOSX def2/J DEFGRID3
* xyz 0 1
C 0.19763 -1.73489 0.32062
C -0.26448 -0.60389 -0.26027
C -1.71843 -0.23599 -0.27559
F -2.41053 -0.89375 0.84262
S 0.90054 0.21730 -1.03756
C 1.52341 1.64583 0.04668
H -0.54982 -2.54744 0.84699
H 1.26164 -2.10623 0.24989
H -2.36152 -0.37537 -1.16413
H -1.59225 0.84353 0.07656
H 1.93085 1.42830 1.09360
H 2.40255 1.93744 -0.83110
H 0.68040 2.42516 0.09169
*
```


The following is a quantum chemistry calculation of a structure of composition C31H74BrGaIN10O10, from the OMol25 dataset.

The value obtained for the HOMO energy is -5.67 eV. The value obtained for the energy relative to the best compared isomer or geometry (same formula, charge and spin) is 0.0 kcal per mole. The calculation puts the gap between HOMO and LUMO at 7.1462 eV.

```
! wB97M-V def2-TZVPD RIJCOSX def2/J DEFGRID3
* xyz -1 1
C 3.61441 0.08293 -4.30846
Ga 1.72650 0.38519 -4.81417
Br 0.63093 1.72407 -3.08503
I 0.60862 -2.00495 -4.74585
H 3.86111 -0.94108 -4.62033
H 3.78193 0.15871 -3.22592
H 4.28561 0.76344 -4.84608
H 1.42234 1.05529 -6.18742
C 7.06466 2.36416 -3.74941
C 6.98986 2.31621 -5.25785
O 6.39387 1.41975 -5.83718
N 7.58941 3.31505 -5.95750
C 8.33470 4.43407 -5.44420
H 6.53416 1.50028 -3.35999
H 8.09848 2.32125 -3.40415
H 6.60852 3.27857 -3.36597
H 7.43030 3.23614 -6.95716
H 7.86287 5.38320 -5.71089
H 9.35595 4.44491 -5.83312
H 8.38968 4.37741 -4.35996
C -2.64486 3.13468 -2.88213
C -3.48290 4.34726 -2.56775
O -2.99895 5.39115 -2.15664
N -4.82884 4.24205 -2.75598
C -5.57380 3.09355 -3.22305
H -1.60411 3.36585 -2.68536
H -2.93975 2.28488 -2.26357
H -2.73988 2.84416 -3.92946
H -5.33545 5.08192 -2.52862
H -6.11142 3.31807 -4.14684
H -6.29696 2.75922 -2.47637
H -4.89510 2.27036 -3.42134
C -1.81623 2.43259 2.30115
C -1.77482 1.74429 0.94985
O -2.51625 0.80131 0.70085
N -0.89852 2.21757 0.04233
C 0.00447 3.34283 0.16651
H -2.57121 1.93553 2.90344
H -0.85326 2.36875 2.80944
H -2.07802 3.48634 2.19866
H -0.87062 1.72994 -0.84264
H -0.21561 4.09788 -0.59047
H 1.03889 3.02188 0.03709
H -0.09767 3.80193 1.14567
C 0.86682 5.20666 -7.91081
C 0.47154 3.92017 -7.21354
O 0.18614 2.91079 -7.83950
N 0.45403 3.92821 -5.86024
C 0.75622 5.01565 -4.95936
H 0.83157 5.02549 -8.98141
H 0.18243 6.01812 -7.65974
H 1.87498 5.51500 -7.62960
H 0.22174 3.03593 -5.44549
H 1.60296 4.76528 -4.31742
H -0.09601 5.24445 -4.31567
H 1.00613 5.91096 -5.52367
C -1.35078 -2.66368 5.08649
C -1.97682 -1.33184 5.44641
O -1.71625 -0.77325 6.50564
N -2.84203 -0.79952 4.55714
C -3.28841 -1.34087 3.27866
H -0.69201 -2.95044 5.90109
H -2.11539 -3.42952 4.94680
H -0.77512 -2.59226 4.16322
H -3.22414 0.08683 4.84732
H -3.04289 -0.65615 2.46647
H -4.36973 -1.48940 3.30013
H -2.80785 -2.29410 3.08410
C 8.10494 -3.13905 -3.28704
C 7.19991 -1.99140 -2.87955
O 7.66757 -0.94792 -2.44879
N 5.86673 -2.17622 -3.00844
C 5.16741 -3.35674 -3.47275
H 9.13004 -2.82277 -3.11922
H 7.90189 -4.03351 -2.69655
H 7.97266 -3.38926 -4.34042
H 5.30766 -1.37215 -2.76352
H 4.56540 -3.13457 -4.35502
H 4.49958 -3.74335 -2.70109
H 5.88378 -4.13221 -3.72629
C 6.45946 1.29676 -9.80411
C 5.82075 2.37608 -8.96185
O 6.43991 3.39594 -8.66047
N 4.56531 2.16661 -8.53506
C 3.71658 1.01508 -8.76821
H 7.46623 1.62079 -10.05148
H 6.50744 0.35994 -9.24847
H 5.89779 1.12505 -10.72317
H 4.20970 2.89503 -7.93579
H 2.78642 1.30715 -9.25624
H 3.46596 0.52651 -7.82900
H 4.23211 0.29917 -9.40207
C -6.69332 -0.93006 5.91050
C -6.89546 -2.26584 5.23070
O -7.15829 -2.36001 4.04272
N -6.72601 -3.37317 6.00069
C -6.32294 -3.41927 7.39076
H -6.80241 -0.14986 5.16262
H -7.41946 -0.76522 6.70685
H -5.69564 -0.87479 6.34842
H -6.86856 -4.24266 5.51299
H -5.37535 -3.95034 7.49237
H -7.06144 -3.93662 8.00475
H -6.20326 -2.40987 7.77289
C -3.95520 -6.71080 5.78132
C -4.05542 -6.84991 7.28424
O -5.09025 -6.61109 7.88387
N -2.93832 -7.24603 7.95142
C -1.63487 -7.56040 7.40733
H -4.92337 -6.38809 5.41101
H -3.20178 -5.97325 5.50138
H -3.69197 -7.65918 5.31170
H -3.06957 -7.31956 8.94745
H -1.35322 -8.59209 7.62581
H -0.86654 -6.90091 7.81469
H -1.64444 -7.43637 6.32905
C -5.73392 -1.56203 11.84879
C -5.30167 -1.00969 10.50824
O -6.04810 -0.32913 9.82458
N -4.04481 -1.30350 10.08172
C -3.03457 -2.09534 10.74703
H -6.75464 -1.23606 12.02365
H -5.69821 -2.65219 11.85588
H -5.09556 -1.19390 12.65291
H -3.81415 -0.90508 9.18331
H -2.13715 -1.50599 10.94254
H -2.75041 -2.95857 10.14228
H -3.41509 -2.45914 11.69701
*
```


The following is a quantum chemistry calculation of a cluster of 3 separate species, C15H23ClN5O4 in total at a distorted geometry, from the OMol25 dataset.

The value obtained for the HOMO energy is -12.71 eV. The calculation puts the gap between HOMO and LUMO at 8.3058 eV.

```
! wB97M-V def2-TZVPD RIJCOSX def2/J DEFGRID3
* xyz 1 1
O 3.06614 0.00143 0.01744
N 4.24496 0.35579 -0.14536
O 4.51591 0.43932 -1.48468
C 5.28285 1.72622 -1.57019
C 4.34791 2.85415 -0.83306
C 2.93405 3.12759 -1.61633
N 2.34741 4.17325 -0.69380
C 0.98530 4.70203 -1.09610
C -0.15827 3.49925 -1.12464
C -0.59392 3.10272 0.41696
O -1.87755 2.74184 0.64996
O 0.32554 3.08013 1.56697
C 3.23993 4.48802 0.50120
Cl 2.76863 5.70194 1.83728
N 4.52105 3.65974 0.43581
H 6.31697 1.52243 -1.02980
H 5.47701 2.01156 -2.70897
H 2.54048 2.61733 -2.59314
H 1.05361 5.18508 -2.18065
H 0.66433 5.57019 -0.36433
H -1.14918 3.83879 -1.68290
H 0.20883 2.51575 -1.64760
H 0.66140 2.14562 1.72382
H 5.33776 3.60095 1.08326
C -0.36757 -1.85056 0.60765
C -0.62979 -2.74517 -0.59969
C 0.17224 -2.32872 -1.83423
C -0.20435 -0.91237 -2.23736
N -0.51672 0.26264 -2.57180
H -0.67090 -0.81610 0.41778
H -0.93879 -2.20242 1.47250
H 0.69519 -1.85496 0.87588
H -1.70231 -2.72602 -0.82891
H -0.37461 -3.77815 -0.33869
H -0.03998 -3.00782 -2.66665
H 1.24702 -2.37094 -1.62705
C -5.62954 -4.77262 1.54682
C -4.89416 -3.83731 2.50137
C -3.72112 -3.11259 1.83841
C -2.70688 -4.12813 1.33805
N -1.86546 -4.97060 0.92291
H -4.97850 -5.57489 1.18533
H -6.47562 -5.24581 2.05506
H -6.01556 -4.22425 0.67980
H -4.53546 -4.41766 3.36028
H -5.60170 -3.09506 2.88706
H -3.23634 -2.44537 2.55878
H -4.07023 -2.50629 0.99556
*
```


The following is a quantum chemistry calculation of a structure of composition C52H66BrN10OSSbTi, from the OMol25 dataset.

The value obtained for the HOMO energy is -11.97 eV. The value obtained for the energy relative to the best compared isomer or geometry (same formula, charge and spin) is 16.7 kcal per mole. The calculation puts the gap between HOMO and LUMO at 6.0921 eV.

```
! wB97M-V def2-TZVPD RIJCOSX def2/J DEFGRID3
* xyz 2 1
Ti -0.57487 0.60117 -0.12684
C -6.58128 -1.18006 -3.69184
C -5.49556 -0.73193 -2.75549
C -5.72425 -0.61597 -1.38224
C -4.71790 -0.21444 -0.53167
C -3.44424 0.09172 -1.01306
N -2.46206 0.59148 -0.14203
C -2.88271 1.58893 0.77719
C -3.73555 2.61971 0.36765
C -4.17127 3.57092 1.26173
C -3.75924 3.55199 2.59986
C -4.23512 4.58674 3.57855
C -2.90234 2.54254 3.00504
C -2.48017 1.56293 2.11240
N -1.67858 0.49164 2.60271
C -1.58374 0.01374 3.85785
C -0.65256 -0.99964 3.85432
C -0.20992 -1.07464 2.53428
N -0.84675 -0.18261 1.77976
C -3.19753 -0.07615 -2.36585
C -4.21916 -0.47270 -3.22446
N -1.88238 0.09209 -2.89567
C -1.55610 0.20409 -4.19354
C -0.18658 0.14810 -4.30514
C 0.26427 -0.00143 -3.00275
N -0.75739 -0.03059 -2.13913
H -7.56345 -0.91890 -3.30387
H -6.55446 -2.26308 -3.82112
H -6.46911 -0.72648 -4.67443
H -6.70068 -0.84861 -0.98140
H -4.90576 -0.11800 0.52998
H -4.04843 2.65481 -0.66726
H -4.83322 4.35570 0.92217
H -4.75072 5.39981 3.07322
H -3.40350 5.00685 4.14264
H -4.92838 4.14385 4.29463
H -2.55330 2.52216 4.02870
H -2.19764 0.39687 4.65169
H -0.35508 -1.61111 4.68504
H 0.51603 -1.72897 2.08122
H -4.01381 -0.62775 -4.27340
H -2.30800 0.31409 -4.95193
H 0.39549 0.19465 -5.20553
H 1.27078 -0.10225 -2.63581
Br 7.76625 4.21448 -0.22355
C 6.21366 5.06554 0.43098
C 6.14493 5.40916 1.77325
C 5.01448 6.05769 2.24319
C 3.94427 6.29970 1.39292
C 4.02761 5.97012 0.04519
C 5.17599 5.36636 -0.44162
N 2.87187 7.08386 1.94894
N 1.70160 6.86563 1.65850
C 1.28620 5.66313 0.99265
C 0.56688 5.77850 -0.16740
C -0.00739 4.65048 -0.79230
C 0.08144 3.43269 -0.18370
O -0.41139 2.29124 -0.71847
C 0.74480 3.29961 1.04929
N 0.70730 2.05592 1.58635
C 1.33359 1.86167 2.72142
C 1.98763 2.89409 3.42051
C 1.99873 4.15870 2.89808
C 1.38375 4.39712 1.64721
H 6.98183 5.21804 2.42862
H 4.95888 6.39332 3.27062
H 3.23711 6.25319 -0.63452
H 5.28373 5.17480 -1.50027
H 0.44900 6.75665 -0.61395
H -0.53664 4.74953 -1.72964
H 1.31566 0.85400 3.12400
H 2.44673 2.68110 4.37507
H 2.46173 4.96740 3.44289
C 5.05458 1.48931 1.53749
N 4.11971 0.46314 1.07390
C 4.08723 -0.72359 1.92043
C 3.31483 0.64878 0.02369
S 1.85197 -0.27655 -0.06474
N 3.70051 1.48681 -0.94408
C 2.76792 2.14546 -1.84375
C 5.10218 1.61425 -1.34827
H 4.96053 1.54670 2.62203
H 4.79318 2.45622 1.11835
H 6.08958 1.25102 1.29587
H 3.87125 -0.43058 2.94852
H 5.06609 -1.20348 1.89270
H 3.33541 -1.42390 1.57214
H 1.74189 1.98422 -1.51765
H 2.89162 1.76548 -2.85958
H 2.97641 3.21649 -1.84721
H 5.69206 0.80884 -0.92351
H 5.53389 2.57277 -1.06205
H 5.13726 1.52517 -2.43356
C -3.64891 -4.30018 -0.73222
C -2.44049 -4.44560 -1.65495
C -2.33789 -5.88491 -2.15160
C -2.64902 -3.52988 -2.85924
Sb -0.69601 -3.64931 -0.55581
C -0.66240 -4.86068 1.29838
C -1.01822 -6.33600 1.11886
C 0.73328 -4.74146 1.91997
C -1.69265 -4.25412 2.25442
C 1.01163 -4.42144 -1.73822
C 1.28287 -5.91249 -1.56869
C 0.74918 -4.10624 -3.21001
C 2.26049 -3.63856 -1.32273
H -4.55708 -4.55372 -1.28837
H -3.76276 -3.27646 -0.36362
H -3.60114 -4.97137 0.12248
H -3.27922 -6.14567 -2.64598
H -2.17859 -6.60984 -1.35879
H -1.54980 -6.00997 -2.88910
H -3.61583 -3.75785 -3.32137
H -1.88512 -3.65576 -3.62281
H -2.67075 -2.48446 -2.55818
H -0.35498 -6.86513 0.44297
H -2.04220 -6.46558 0.77441
H -0.94966 -6.82753 2.09479
H 1.53888 -4.83039 1.19711
H 0.87486 -5.54092 2.65203
H 0.86265 -3.79855 2.45702
H -2.71204 -4.46977 1.94146
H -1.60145 -3.17070 2.34846
H -1.56434 -4.68789 3.25131
H 0.42963 -6.53402 -1.82934
H 1.58831 -6.15930 -0.55433
H 2.10901 -6.19685 -2.22871
H -0.01838 -4.74117 -3.64363
H 1.66791 -4.27923 -3.77968
H 0.46095 -3.06143 -3.36334
H 2.50041 -3.73973 -0.26478
H 2.15845 -2.57191 -1.54107
H 3.11830 -4.01541 -1.88818
*
```


> What is the gap between HOMO and LUMO in the first record?

9.5003 eV


> What is the formula in the second record?

C31H74BrGaIN10O10


> Which of these has the highest gap between HOMO and LUMO?

C4H7FS


> Number 2 is which compound?

C31H74BrGaIN10O10